# C10H22BFIn

A structure of composition C10H22BFIn (ωB97M-V/def2-TZVPD, OMol25).

```
! wB97M-V def2-TZVPD RIJCOSX def2/J DEFGRID3
* xyz 3 1
In 3.051 6.219 2.485
F 1.830 4.608 1.063
C -0.427 -3.313 2.953
C -0.507 -1.142 -1.332
C -0.437 -2.606 1.466
C 2.251 2.768 -0.430
C 1.196 3.639 0.195
C -1.667 -0.657 -0.584
C 0.459 1.283 -2.104
C 0.273 -0.206 -2.265
C -2.417 -1.752 0.194
C -1.682 -1.775 1.616
B 1.924 1.767 -1.582
H 0.484 -2.034 1.400
H 0.071 -2.638 3.643
H -2.488 -2.147 2.276
H 0.167 -4.207 2.718
H 1.247 -0.663 -2.458
H -1.407 -3.606 3.315
H 0.261 -1.587 -0.635
H -1.420 0.229 0.011
H 2.804 2.204 0.333
H -1.387 -0.804 2.025
H -2.558 -0.368 -1.205
H 0.660 4.248 -0.531
H -0.465 -3.374 0.698
H -2.375 -2.697 -0.348
H 2.998 3.420 -0.911
H 0.490 3.105 0.829
H -0.282 -0.362 -3.221
H -0.809 -2.015 -1.927
H 2.824 1.347 -2.231
H -0.382 1.822 -1.664
H 0.594 1.663 -3.137
H -3.471 -1.535 0.386
*
```

As for the HOMO energy: -0.7107 Ha.

These are the Löwdin partial charges, in e, on atoms 1 to 5: In 1.14; F -0.35; C 0.09; C -0.14; C -0.12